Record 1
The following is a DFT calculation (ωB97M-V/def2-TZVPD) of the molecule C7H8BrNO in a non-equilibrium geometry.

XYZ file:
```
18
Properties=species:S:1:pos:R:3:forces:R:3
C 1.890096 -2.269736 0.514054 1.10 1.08 2.14
C 1.413234 -1.469477 -0.632073 -2.01 0.06 -1.52
O 0.897132 -2.015317 -1.605091 0.47 0.06 1.12
C 1.485793 0.050131 -0.804553 3.07 0.25 -2.89
Br 2.894185 0.816869 0.232231 0.76 0.29 0.74
C 0.251124 0.882357 -0.619447 2.14 -2.32 -0.80
C -0.066746 1.937087 0.177214 -1.29 0.19 -0.02
C -1.455535 2.047711 0.012107 -3.61 0.34 -0.18
C -1.914953 1.052305 -0.843843 0.88 1.95 1.56
N -0.844323 0.367382 -1.217717 -0.47 -0.58 -0.61
H 1.744998 -1.935630 1.575572 0.04 0.84 -1.14
H 2.978378 -2.377159 0.435207 -0.15 -0.21 -0.12
H 1.403767 -3.191351 0.574918 -0.53 -1.72 -0.77
H 2.072036 0.031924 -1.958781 -2.30 0.55 3.01
H 0.479890 2.547520 0.853742 0.75 0.03 0.06
H -2.293054 2.682652 0.404280 1.69 -0.13 0.12
H -2.886920 0.800979 -1.120759 -1.27 -0.26 -0.54
H -0.929960 -0.399633 -1.852420 0.76 -0.42 -0.13
```
Forces are in eV/Å.

The calculation puts the HOMO-LUMO gap at 8.94 eV. Its strongest force on any atom is 4.2 eV Å⁻¹. The structure (SMILES) is CC(=O)[C@H](Br)c1ccc[nH]1. The LUMO energy is 0.56 eV. The energy is -2975.4930 Eh. Its HOMO energy is -8.38 eV. The energy above the lowest of the compared OMol25 structures with the same formula, charge and spin is 0.883 eV.

Record 2
The following is a DFT calculation (ωB97M-V/def2-TZVPD) of a structure of composition C37H87F2N6O13S2V in a non-equilibrium geometry.

XYZ file:
```
148
Properties=species:S:1:pos:R:3:forces:R:3
O -2.277130 1.295286 -5.119242 -0.35 0.53 0.81
V -2.400137 1.664264 -3.598831 2.55 1.11 0.93
O -2.369465 3.225281 -3.331744 -0.68 -1.61 -0.76
N -1.504019 0.589292 -1.922942 -1.69 3.00 2.35
S -1.308366 1.187579 -0.261940 0.35 0.33 3.01
O -0.194996 2.063795 -0.099314 -0.51 -0.61 -1.25
O -1.535346 0.288900 0.881229 -0.25 1.08 -3.92
F -2.545043 2.114785 -0.348429 -0.53 -0.08 -0.27
S -0.768645 -0.744868 -1.896849 4.49 -8.71 -0.10
O -1.577780 -1.955187 -1.546303 1.90 3.93 -0.22
O 0.661681 -0.709949 -1.470212 -3.95 0.72 0.04
F -0.551676 -0.987334 -3.432422 -0.71 0.72 -0.71
C -6.920336 2.065314 1.243298 -0.21 -1.16 -0.02
C -6.391714 1.230832 2.432011 -2.58 -0.75 1.56
C -7.079390 1.655602 3.808988 -1.33 1.17 0.48
C -8.440330 1.075065 4.261042 1.27 -1.38 -2.08
C -8.485380 -0.436977 3.973560 -0.56 -0.30 -0.23
C -7.947639 -0.978017 2.584718 0.35 0.85 1.04
N -6.604471 -0.291981 2.308088 0.08 1.10 1.04
O -5.750379 -0.861067 1.287613 -1.34 0.34 0.27
C -7.753028 -2.503875 2.708185 -0.01 -0.06 0.23
C -9.072843 -0.754147 1.592269 0.24 0.42 -2.08
C -4.991461 1.622308 2.648996 2.47 -0.79 -0.18
H -6.351953 1.722600 0.378667 -0.02 0.11 -0.22
H -6.766714 3.138616 1.355179 -0.02 -0.09 0.22
H -7.967415 1.834502 1.047205 -0.06 0.26 0.01
H -6.473178 1.696073 4.713967 0.92 -0.86 -0.42
H -7.302675 2.720422 3.742664 0.21 0.38 -0.54
H -9.211916 1.468850 3.599455 -0.21 0.48 0.37
H -8.668282 1.227494 5.315984 0.04 0.35 -0.19
H -9.565684 -0.567169 3.909632 -0.11 -0.86 0.15
H -8.141869 -1.051541 4.805671 0.38 0.10 -0.03
H -7.051080 -2.797849 3.488548 0.29 0.27 -0.04
H -8.690254 -2.975283 3.003948 -0.23 0.27 0.07
H -7.492246 -3.023503 1.786189 0.22 0.36 -0.22
H -9.931035 -1.425237 1.627496 0.21 -0.26 0.59
H -9.500404 0.245480 1.514494 0.21 0.24 0.54
H -8.651210 -0.909699 0.599224 0.05 -0.13 -0.30
H -4.376712 1.513420 1.755509 -0.07 -0.03 -0.28
H -4.512958 0.967468 3.377231 -0.05 0.04 0.23
H -4.847670 2.651815 2.976933 -0.45 0.02 0.07
H -5.417372 -1.622538 1.768093 0.42 -0.12 -0.09
C 4.452324 4.655138 -3.745607 -0.40 0.40 0.27
C 3.755483 5.390928 -2.575962 0.21 0.49 1.31
C 2.318735 5.728796 -3.032893 1.04 -0.43 -1.08
C 1.353439 6.014658 -1.980859 -0.82 -1.03 1.88
C 1.323202 4.845298 -0.997973 -0.22 0.11 -0.20
C 2.655180 4.546317 -0.352483 0.87 -0.40 2.24
N 3.789109 4.494637 -1.361470 -1.51 0.44 -1.28
O 5.144135 4.391532 -0.852230 -1.67 0.20 0.02
C 2.906844 5.487509 0.866642 2.15 0.26 -0.57
C 2.641537 3.143425 0.297960 0.36 -0.10 0.00
C 4.464418 6.749679 -2.264536 1.64 -0.82 -0.21
H 5.509328 4.458909 -3.565780 0.00 0.27 -0.03
H 4.285639 5.247121 -4.645534 0.45 0.17 -0.10
H 3.975521 3.700428 -3.967633 -0.17 -0.12 0.36
H 2.463390 6.612367 -3.654568 -0.23 -0.26 -0.53
H 1.925111 4.885578 -3.600469 0.05 0.00 -0.46
H 0.307632 6.025623 -2.287884 0.13 0.83 -0.62
H 1.628235 6.897979 -1.404376 -0.26 0.24 -0.07
H 0.934703 3.896145 -1.367121 0.04 0.02 -0.92
H 0.510993 5.114311 -0.322654 0.52 -0.15 0.94
H 2.241116 5.479895 1.729679 -0.53 0.00 -0.59
H 3.866709 5.182035 1.283118 0.12 -0.50 0.21
H 3.245264 6.480083 0.569386 -0.93 0.47 -0.14
H 2.500154 2.329272 -0.412866 -0.05 0.07 -0.22
H 3.611002 3.013962 0.779092 0.13 -0.19 -0.02
H 1.911663 3.002931 1.095240 -0.21 0.34 -0.11
H 4.550062 7.406902 -3.129882 -0.48 0.03 -0.09
H 5.503707 6.487581 -2.066346 0.24 -0.08 0.01
H 4.231332 7.325494 -1.368876 -0.90 -0.22 -0.12
H 5.209780 3.434102 -0.877225 0.50 -0.17 0.14
C 2.154095 -1.000499 4.379332 -1.08 0.68 -0.36
C 1.416234 -1.292470 3.015906 0.63 0.94 -0.51
C 2.121586 -2.465976 2.313686 -0.86 0.63 -0.42
C 1.778320 -3.778314 2.866266 -0.07 -2.48 0.55
C 0.260125 -4.061697 2.859994 1.07 0.34 -0.60
C -0.523309 -2.901016 3.488273 -0.92 0.19 1.84
N -0.041227 -1.537262 3.073948 2.52 -2.83 -1.99
O -0.749582 -0.433516 3.438434 -0.91 0.28 1.11
C -1.976286 -3.045807 3.063657 -1.38 1.02 -0.28
C -0.413927 -3.009719 5.045216 -0.20 -0.22 -0.40
C 1.690880 -0.072302 2.068107 0.11 1.21 1.00
H 2.387934 -1.879193 4.980432 0.38 -0.02 -0.34
H 1.545462 -0.369982 5.027492 -0.47 -0.04 -0.06
H 2.991786 -0.333854 4.174503 0.50 -0.57 0.01
H 1.738776 -2.547932 1.296410 0.12 0.64 -0.37
H 3.200264 -2.314920 2.272211 0.00 0.21 0.10
H 2.246565 -4.002553 3.824687 -0.33 0.42 0.55
H 2.281047 -4.537501 2.267101 -0.12 -0.19 -0.41
H 0.047039 -5.053656 3.258373 -0.07 0.31 1.22
H -0.097193 -4.319824 1.863101 0.16 0.99 -0.66
H -2.137906 -2.642897 2.063834 0.33 -0.15 -0.36
H -2.481316 -4.011577 3.081993 0.83 -0.50 0.11
H -2.667936 -2.444865 3.654077 0.24 0.34 0.44
H 0.642054 -3.064548 5.309793 -0.14 0.06 0.25
H -0.906356 -2.181671 5.555060 0.25 0.34 -0.23
H -0.923374 -3.887289 5.443246 0.10 -0.34 -0.22
H 1.085991 0.084081 1.174939 0.10 -0.89 -0.05
H 2.751686 0.053670 1.851456 0.24 -0.88 -0.51
H 1.601931 0.897638 2.557379 -0.72 0.04 0.70
H -1.280781 -0.288635 2.652022 -0.17 0.45 0.06
C -4.292488 -3.363887 -1.035359 -1.09 -0.36 0.94
O -3.510285 -3.910427 -2.088106 -0.92 0.51 0.58
H -4.307062 -2.277422 -0.948786 0.66 0.11 -0.08
H -5.360062 -3.583093 -1.016768 -0.24 -0.42 -1.41
H -4.101047 -3.829202 -0.068447 1.04 0.22 0.30
H -2.705985 -3.392454 -2.007990 0.39 -0.15 -0.32
C 1.227556 1.562709 -4.339967 0.32 -1.32 -0.71
O 0.202379 2.245097 -3.666433 -0.48 0.68 0.46
H 1.574728 0.717331 -3.745908 -0.17 -0.32 -0.14
H 0.753006 1.242608 -5.267567 0.56 -0.23 -0.12
H 2.139276 2.132893 -4.518164 -0.31 0.51 -0.20
H 0.675636 2.686030 -2.957065 -0.59 0.39 0.64
C 2.439760 -3.738358 -1.361655 -0.17 0.68 2.02
C 3.343465 -4.425943 -2.338427 -1.09 2.07 -0.52
C 4.346780 -5.373117 -1.774492 -0.24 -2.30 0.15
O 3.747804 -6.456428 -0.990438 0.48 0.27 0.45
C 4.754627 -7.309032 -0.416931 0.14 0.34 -0.83
N 2.491966 -4.795288 -3.463597 -0.06 -1.95 -0.78
H 2.959301 -3.131825 -0.619843 0.43 0.23 -0.07
H 1.852207 -4.377940 -0.703001 -0.18 -0.53 -0.41
H 1.752204 -3.061120 -1.868325 0.04 -0.02 -0.01
H 3.906017 -3.615210 -2.801397 0.75 0.06 0.33
H 5.093983 -4.871567 -1.159501 -0.10 0.33 0.04
H 4.855099 -5.891128 -2.587748 0.31 0.23 -0.30
H 5.467914 -6.781634 0.216453 -0.19 0.40 0.27
H 5.373257 -7.745336 -1.201174 0.02 -0.10 -0.37
H 4.358720 -8.155383 0.144373 -0.60 0.39 -0.05
H 1.879386 -5.555148 -3.203860 0.09 -0.60 0.11
H 1.804564 -4.076167 -3.638069 0.35 0.50 -0.02
C 6.162226 0.774598 -1.547583 -1.18 0.79 -0.17
C 4.834444 0.408910 -2.232788 0.69 -1.45 -0.27
C 5.166985 0.377128 -3.751822 -1.21 1.15 -0.65
O 4.080144 0.211391 -4.714855 0.02 -0.33 1.55
C 3.998358 -1.100196 -5.249087 0.28 0.65 -0.40
N 4.357772 -0.902799 -1.771096 0.10 -0.45 -1.08
H 6.009503 0.590780 -0.484114 0.51 0.15 0.07
H 6.227366 1.841414 -1.761504 0.48 0.26 0.45
H 7.079454 0.335784 -1.940327 -0.31 -0.46 0.07
H 4.075515 1.142847 -1.961718 0.10 0.59 -0.42
H 6.002821 -0.291496 -3.957759 -0.18 -0.39 0.07
H 5.481599 1.374019 -4.060602 0.46 0.21 0.53
H 4.809279 -1.137160 -5.976517 0.21 -0.82 -0.01
H 3.075254 -1.191303 -5.821510 -0.14 0.02 0.24
H 4.061121 -1.862760 -4.472781 0.08 -0.15 -0.15
H 4.138683 -1.013885 -0.791423 0.21 0.57 0.22
H 3.486959 -1.080207 -2.250999 -0.25 -0.26 -0.04
```
Forces are in eV/Å.

The calculation puts the HOMO-LUMO gap at 4.24 eV. Its strongest force on any atom is 9.8 eV Å⁻¹. The LUMO energy is -3.40 eV. The energy is -4708.2965 Eh. Its HOMO energy is -7.63 eV.

Record 3
The following is a DFT calculation (ωB97M-V/def2-TZVPD) of a cluster of 2 separate species, C5H12N2O in total in a non-equilibrium geometry.

XYZ file:
```
20
Properties=species:S:1:pos:R:3:forces:R:3
C -0.941472 0.324031 0.682535 0.14 -0.07 0.48
C 1.607432 0.602434 1.137915 -0.26 0.87 0.93
C 1.680239 -0.815192 -1.241117 0.73 0.68 1.07
N 0.425415 1.226277 1.042637 -0.34 -0.83 -0.44
C -0.765748 -0.155498 -0.632255 0.00 0.45 0.05
N -1.971330 1.291738 0.865902 0.29 0.15 0.01
C -1.416480 -0.730899 -1.610827 -0.05 -0.10 0.11
O -0.896422 -0.668440 1.702592 0.12 0.26 -0.22
H -1.010429 -1.527652 1.282448 0.03 0.04 -0.06
H 0.411776 2.032962 0.427034 -0.04 -0.02 -0.04
H -2.085743 1.497314 1.852299 0.01 -0.01 -0.06
H -2.848553 1.002343 0.455536 0.08 -0.11 0.01
H 1.675007 -0.141889 1.924107 0.01 -0.23 -0.22
H 1.645775 -0.218101 -0.123702 -0.45 -1.01 -1.45
H 2.507692 1.180607 0.944021 -0.15 -0.07 -0.17
H 2.767017 -0.921042 -1.225241 0.10 -0.17 -0.23
H 1.217402 -1.792330 -1.301331 -0.13 0.09 0.23
H 1.394504 -0.189889 -2.076852 -0.10 0.08 0.02
H -0.948420 -0.911941 -2.577829 0.03 -0.04 -0.03
H -2.447660 -1.084834 -1.527873 -0.02 0.03 0.01
```
Forces are in eV/Å.

The calculation puts the HOMO-LUMO gap (alpha / beta) at 6.80 / 7.76 eV. Its strongest force on any atom is 1.8 eV Å⁻¹. The LUMO energy (alpha / beta) is 0.15 / 0.39 eV. The energy is -382.2520 Eh. Its HOMO energy (alpha / beta) is -6.65 / -7.37 eV. The energy above the lowest of the compared OMol25 structures with the same formula, charge and spin is 6.817 eV.

Look up the strongest force on any atom of the second one.
9.8 eV Å⁻¹